ORCA calculation (ωB97M-V/def2-TZVPD) on a single C6H5ClO molecule at a distorted geometry.

Geometry (Å):
O (-1.5638, -1.3409, 1.5184)
C (-0.5923, -0.7799, 1.0853)
C (0.8181, -1.2966, 0.8158)
C (1.6474, -0.2200, 0.6657)
C (0.9009, 1.0875, 0.5313)
C (-0.1668, 1.2157, -0.5841)
Cl (-0.2018, 0.1971, -2.0514)
C (-0.5384, 0.7220, 0.7670)
H (1.1862, -2.3727, 0.8445)
H (2.7539, -0.2438, 0.5495)
H (1.3196, 2.0023, 0.9154)
H (-0.5847, 2.2549, -0.7027)
H (-1.1473, 1.3632, 1.4348)

Output
* Kohn-Sham gap: 9.846 eV
* 2S+1: 1
* net charge: 0
* ΔE to the lowest compared entry with this formula, charge and spin: 1.282 eV
* total energy: -20871.1821 eV
* SMILES string: O=C1C=C[C@H]2[C@@H](Cl)[C@@H]12

Quick look at the natural (NBO) charges, all values in e: number 1, O, carries -0.50; number 2, C, carries 0.57; number 3, C, carries -0.32; number 4, C, carries -0.11; number 5, C, carries -0.28; number 6, C, carries -0.19; number 7, Cl, carries -0.01; number 8, C, carries -0.35; number 9, H, carries 0.24; number 10, H, carries 0.23; number 11, H, carries 0.24; number 12, H, carries 0.24; number 13, H, carries 0.25

ORCA calculation (ωB97M-V/def2-TZVPD) on a single C6H6Cl2O2 molecule at a distorted geometry.

Geometry (Å):
C (1.2401, -2.5380, -0.4066)
C (0.2190, -1.8755, -0.3898)
C (2.6772, -1.7265, 0.3230)
C (3.6665, -2.6934, 0.3457)
C (-0.4715, 0.9752, 1.0730)
C (-0.6145, 0.2719, -0.2471)
O (2.5606, -0.6097, 0.6445)
O (-0.7861, -1.1702, -0.0118)
Cl (3.5244, -4.3841, 0.5916)
Cl (5.3042, -2.0543, 0.5927)
H (1.8818, -3.3389, -0.7666)
H (-0.6058, 1.9964, 0.8764)
H (-1.2834, 0.6456, 1.7360)
H (0.4988, 0.7085, 1.6971)
H (0.3413, 0.3222, -0.8614)
H (-1.5755, 0.5459, -0.8591)

Output
* Kohn-Sham gap: 6.865 eV
* 2S+1: 1
* net charge: 0
* ΔE to the lowest compared entry with this formula, charge and spin: 4.464 eV
* total energy: -35453.1940 eV

Quick look at the natural (NBO) charges, all values in e: number 1, C, carries -0.48; number 2, C, carries 0.57; number 3, C, carries 0.54; number 4, C, carries -0.40; number 5, C, carries -0.65; number 6, C, carries -0.07; number 7, O, carries -0.55; number 8, O, carries -0.45; number 9, Cl, carries 0.04; number 10, Cl, carries 0.00; number 11, H, carries 0.33; number 12, H, carries 0.23; number 13, H, carries 0.22; number 14, H, carries 0.25; number 15, H, carries 0.21; number 16, H, carries 0.21

ORCA calculation (ωB97M-V/def2-TZVPD) on a molecular structure, C19H51F6NO13S2V at a distorted geometry.

Geometry (Å):
V (-0.0926, 1.4669, -2.6094)
C (-0.1875, -0.1682, 0.2370)
O (0.5328, 0.3155, -0.8625)
H (0.4437, -0.4662, 1.0743)
H (-0.8725, 0.6156, 0.5603)
H (-0.7697, -1.0603, 0.0065)
C (-2.9413, 4.6526, -3.3564)
F (-3.6312, 4.1102, -2.3519)
F (-3.6396, 5.4874, -4.0808)
F (-1.9857, 5.4031, -2.8026)
S (-2.1643, 3.2782, -4.4880)
O (-2.9753, 3.2126, -5.7078)
O (-0.7978, 3.7175, -4.7883)
N (-2.0067, 1.8489, -3.4281)
S (-3.3243, 1.1806, -3.8743)
O (-4.5782, 1.9513, -3.7394)
O (-3.1840, 0.3886, -5.1089)
C (-3.4779, -0.1248, -2.4652)
F (-2.6199, -1.1501, -2.7423)
F (-3.1726, 0.3707, -1.2294)
F (-4.7141, -0.5984, -2.3744)
C (4.8379, -0.8868, 1.2525)
C (3.4107, -0.4486, 1.0565)
O (2.9565, -0.9126, -0.2163)
H (5.4516, -0.2211, 0.6456)
H (4.9925, -1.9332, 0.9895)
H (5.1852, -0.7526, 2.2770)
H (3.3104, 0.6303, 1.1748)
H (2.7903, -0.8328, 1.8662)
H (2.1235, -0.5016, -0.4588)
C (1.4931, 1.3914, 3.9513)
C (1.4116, 1.7114, 5.4298)
O (2.6535, 2.2572, 5.8624)
H (0.4999, 1.1360, 3.5819)
H (2.1983, 0.5856, 3.7478)
H (1.7576, 2.2701, 3.3631)
H (1.2695, 0.7656, 5.9528)
H (0.5992, 2.3627, 5.7521)
H (3.3284, 1.5840, 5.9757)
C (0.1897, -3.0744, -2.3155)
C (1.0620, -3.7328, -3.3995)
O (1.8521, -2.6821, -3.9110)
H (-0.4993, -2.3362, -2.7262)
H (0.8159, -2.6036, -1.5577)
H (-0.3936, -3.7744, -1.7173)
H (0.5023, -4.2098, -4.2041)
H (1.6169, -4.4982, -2.8570)
H (2.6097, -2.6585, -3.3218)
C (-3.4325, -2.6167, 0.6752)
C (-3.0124, -3.5173, 1.7739)
O (-3.5785, -4.7633, 1.5474)
H (-3.3666, -1.5657, 0.9564)
H (-4.4995, -2.7369, 0.4875)
H (-2.8238, -2.7456, -0.2198)
H (-3.3609, -2.9696, 2.6495)
H (-1.9273, -3.6203, 1.7666)
H (-4.5276, -4.6191, 1.5535)
C (-3.3485, -0.2279, 3.6840)
C (-2.8517, 1.1288, 3.1756)
O (-3.8112, 2.1003, 3.3316)
H (-4.2069, -0.5215, 3.0798)
H (-3.6486, -0.1584, 4.7296)
H (-2.5588, -0.9763, 3.7500)
H (-2.5223, 1.1071, 2.1368)
H (-1.9930, 1.3449, 3.8112)
H (-3.4435, 2.8720, 2.8947)
C (3.8680, 2.3951, -2.3307)
C (3.0196, 1.4789, -3.2057)
O (1.8776, 2.1731, -3.5330)
H (3.3441, 2.5793, -1.3927)
H (4.0691, 3.3480, -2.8203)
H (4.7957, 1.8829, -2.0754)
H (2.8138, 0.5407, -2.6904)
H (3.5570, 1.3761, -4.1484)
H (2.1232, 2.8247, -4.1938)
C (0.9293, -3.8804, 1.0584)
C (1.3991, -5.2341, 1.6947)
O (2.6233, -5.0635, 2.3657)
H (1.7286, -3.4956, 0.4251)
H (0.7555, -3.1970, 1.8895)
H (0.0047, -4.0187, 0.4979)
H (1.3815, -6.1012, 1.0346)
H (0.6560, -5.5177, 2.4400)
H (3.2299, -5.6739, 1.9402)
C (1.1588, 3.5201, 0.6051)
C (-0.1094, 3.6803, -0.2572)
O (0.1933, 3.5121, -1.6264)
H (1.5639, 2.5570, 0.2947)
H (0.8425, 3.5332, 1.6481)
H (1.9920, 4.2006, 0.4296)
H (-0.5149, 4.6814, -0.1105)
H (-0.8473, 2.9907, 0.1530)
H (0.5923, 4.3277, -1.9380)

Output
* Kohn-Sham gap (alpha / beta): 8.526 / 9.173 eV
* 2S+1: 4
* net charge: 0
* total energy: -112294.6675 eV

Quick look at the Mulliken charges, all values in e: number 1, V, carries 0.86; number 2, C, carries 0.34; number 3, O, carries 0.50; number 4, H, carries -0.12; number 5, H, carries -0.55; number 6, H, carries -0.04; number 7, C, carries 0.68; number 8, F, carries -0.20; number 9, F, carries -0.20; number 10, F, carries -0.23; number 11, S, carries 0.76; number 12, O, carries -0.53; number 13, O, carries -0.65; number 14, N, carries -0.08; number 15, S, carries 0.77; number 16, O, carries -0.60; number 17, O, carries -0.65; number 18, C, carries 0.52; number 19, F, carries -0.18; number 20, F, carries -0.19; number 21, F, carries -0.21; number 22, C, carries -1.51; number 23, C, carries 0.54; number 24, O, carries -0.47; number 25, H, carries 0.30; number 26, H, carries 0.33; number 27, H, carries 0.39; number 28, H, carries 0.08; number 29, H, carries 0.08; number 30, H, carries -0.23; number 31, C, carries -0.16; number 32, C, carries -0.67; number 33, O, carries -0.57; number 34, H, carries 0.02; number 35, H, carries 0.22; number 36, H, carries 0.15; number 37, H, carries 0.35; number 38, H, carries 0.36; number 39, H, carries 0.31; number 40, C, carries 0.40; number 41, C, carries -0.71; number 42, O, carries -0.50; number 43, H, carries -0.12; number 44, H, carries -0.33; number 45, H, carries 0.33; number 46, H, carries 0.33; number 47, H, carries 0.34; number 48, H, carries 0.28; number 49, C, carries -0.63; number 50, C, carries 0.11; number 51, O, carries -0.54; number 52, H, carries 0.00; number 53, H, carries 0.52; number 54, H, carries 0.02; number 55, H, carries 0.20; number 56, H, carries -0.10; number 57, H, carries 0.38; number 58, C, carries -1.25; number 59, C, carries 0.63; number 60, O, carries -0.59; number 61, H, carries 0.33; number 62, H, carries 0.44; number 63, H, carries 0.27; number 64, H, carries -0.17; number 65, H, carries 0.02; number 66, H, carries 0.34; number 67, C, carries -0.99; number 68, C, carries -0.02; number 69, O, carries -0.38; number 70, H, carries 0.01; number 71, H, carries 0.43; number 72, H, carries 0.36; number 73, H, carries 0.15; number 74, H, carries 0.35; number 75, H, carries 0.25; number 76, C, carries -0.09; number 77, C, carries -0.80; number 78, O, carries -0.52; number 79, H, carries 0.24; number 80, H, carries 0.22; number 81, H, carries -0.04; number 82, H, carries 0.44; number 83, H, carries 0.26; number 84, H, carries 0.32; number 85, C, carries -0.51; number 86, C, carries -0.35; number 87, O, carries -0.04; number 88, H, carries -0.36; number 89, H, carries 0.39; number 90, H, carries 0.44; number 91, H, carries 0.52; number 92, H, carries 0.05; number 93, H, carries 0.11

ORCA calculation (ωB97M-V/def2-TZVPD) on 2 unconnected molecules or ions with the total composition C3H10NOP at a distorted geometry.

Geometry (Å):
C (1.8676, 0.2811, 0.4423)
P (0.1763, 1.0937, 0.3849)
N (0.5628, 2.5570, 1.2045)
O (-0.4473, 0.1550, 1.6605)
H (2.6486, 1.0656, 0.0942)
H (2.1092, -0.2006, 1.4201)
H (1.9790, -0.5779, -0.2391)
H (0.8505, 2.3773, 2.1845)
H (-0.2457, 3.2086, 1.2507)
H (-0.9225, -0.5304, 1.2023)
C (-1.5357, -1.0806, -1.9068)
C (-1.3765, -2.1940, -1.3058)
H (-0.9552, -0.2294, -1.4515)
H (-2.0658, -0.6679, -2.8131)
H (-0.6927, -2.2650, -0.4756)
H (-1.9526, -2.9926, -1.6522)

Output
* Kohn-Sham gap: 10.027 eV
* 2S+1: 1
* net charge: 0
* ΔE to the lowest compared entry with this formula, charge and spin: 1.725 eV
* total energy: -16098.7821 eV
* SMILES string: CP(N)O.C=C

Quick look at the natural (NBO) charges, all values in e: number 1, C, carries -0.99; number 2, P, carries 1.19; number 3, N, carries -1.15; number 4, O, carries -0.99; number 5, H, carries 0.24; number 6, H, carries 0.24; number 7, H, carries 0.23; number 8, H, carries 0.38; number 9, H, carries 0.39; number 10, H, carries 0.48; number 11, C, carries -0.38; number 12, C, carries -0.41; number 13, H, carries 0.18; number 14, H, carries 0.21; number 15, H, carries 0.19; number 16, H, carries 0.19

ORCA calculation (ωB97M-V/def2-TZVPD) on 2 unconnected molecules or ions with the total composition C2H9N2S at a distorted geometry.

Geometry (Å):
C (2.0142, -0.3353, -1.2519)
S (1.6767, 1.4685, -1.1420)
H (2.4565, -0.6560, -0.3048)
H (2.8238, -0.4607, -1.9739)
H (1.1630, -0.9432, -1.5286)
N (-1.2528, 1.2113, 0.1392)
C (-1.6075, -0.1599, 0.3807)
N (-0.7502, -0.9138, 1.3284)
H (-0.2943, 1.2423, -0.2690)
H (-1.2553, 1.6999, 1.0275)
H (-1.5679, -0.7224, -0.5573)
H (-2.6444, -0.2343, 0.7220)
H (-0.9633, -0.6293, 2.2794)
H (0.2016, -0.5670, 1.1503)

Output
* Kohn-Sham gap: 6.663 eV
* 2S+1: 1
* net charge: -1
* ΔE to the lowest compared entry with this formula, charge and spin: 0.472 eV
* total energy: -16036.0835 eV

Quick look at the natural (NBO) charges, all values in e: number 1, C, carries -0.74; number 2, S, carries -0.70; number 3, H, carries 0.17; number 4, H, carries 0.18; number 5, H, carries 0.17; number 6, N, carries -0.90; number 7, C, carries -0.05; number 8, N, carries -0.87; number 9, H, carries 0.40; number 10, H, carries 0.32; number 11, H, carries 0.17; number 12, H, carries 0.15; number 13, H, carries 0.33; number 14, H, carries 0.37